Record 1
32
Properties=species:S:1:pos:R:3 method="wB97M-V/def2-TZVPD" lumo_energy_ev="-3.04 / -6.87" total_charge=+1 multiplicity=3
C -2.26 0.63 -0.79
C -4.47 0.22 0.60
C 1.07 2.20 0.24
C -0.16 1.90 -0.25
C -3.87 0.10 -0.56
C 1.81 3.32 -0.27
C 2.40 -1.55 -1.22
C 0.27 -1.43 1.30
C 0.61 -2.81 0.77
C -1.15 0.46 1.55
N -1.90 0.50 -1.99
N -1.20 1.12 0.30
N -0.93 -0.96 1.52
S 0.71 -2.02 -0.95
H -3.93 0.63 1.43
H -5.47 -0.09 0.64
H 1.46 1.74 1.08
H -0.52 2.59 -1.00
H 2.90 3.14 -0.40
H 1.32 3.55 -1.27
H 1.75 4.12 0.44
H 2.49 -0.70 -0.51
H 2.79 -1.20 -2.25
H 3.20 -2.25 -0.86
H 1.04 -0.71 1.63
H -4.00 -0.10 -1.62
H 1.61 -3.33 0.90
H -0.21 -3.43 0.85
H -0.40 1.07 2.20
H -2.09 0.81 2.03
H -1.83 -1.44 1.55
H -0.91 0.64 -2.14

=====

Record 2
33
Properties=species:S:1:pos:R:3 method="wB97M-V/def2-TZVPD" relative_energy_kcal_mol=43.80 lumo_energy_ev=-0.63 total_charge=0
C -3.52 -1.18 -1.92
C -2.37 -2.19 -2.07
O -1.29 -1.63 -2.80
C -0.03 -1.83 -2.20
C 0.19 -0.95 -0.95
C 1.11 0.26 -1.20
C 2.54 0.03 -0.73
C 2.73 -0.06 0.80
C 1.76 0.77 1.59
N 0.94 0.15 2.44
N 0.12 0.89 3.15
C 0.16 2.21 2.97
C -0.79 3.06 3.77
N 0.98 2.83 2.12
N 1.80 2.10 1.41
H -3.96 -1.22 -0.93
H -4.28 -1.35 -2.67
H -3.12 -0.18 -2.09
H -2.74 -3.06 -2.61
H -2.03 -2.53 -1.09
H 0.11 -2.89 -1.97
H 0.70 -1.59 -2.98
H 0.56 -1.56 -0.13
H -0.79 -0.57 -0.68
H 0.67 1.16 -0.77
H 1.14 0.45 -2.28
H 3.21 0.77 -1.16
H 2.85 -0.93 -1.15
H 2.70 -1.08 1.16
H 3.72 0.33 1.04
H -0.31 3.99 4.05
H -1.69 3.27 3.20
H -1.07 2.53 4.68

=====

Record 3
30
Properties=species:S:1:pos:R:3 method="wB97M-V/def2-TZVPD" relative_energy_kcal_mol=116.53 lumo_energy_ev=-5.11 total_charge=+1
C -2.25 0.14 1.29
C -0.16 -3.09 0.36
C -1.40 0.74 0.46
C 0.99 -2.10 0.63
C -0.15 0.20 0.17
C 1.93 3.26 -0.62
C -1.86 -1.09 -1.94
C 0.49 -0.80 1.20
C 0.63 1.12 -0.75
C 1.21 2.25 0.25
N -1.07 -1.48 -1.03
O -0.83 -2.81 -0.93
H -3.32 0.44 1.41
H -1.83 -0.77 1.84
H 0.11 -4.11 0.22
H -0.89 -2.96 1.14
H -1.67 1.50 -0.20
H 1.59 -2.53 1.50
H 2.57 4.03 -0.05
H 1.22 3.86 -1.18
H 2.70 2.82 -1.32
H 1.61 -2.01 -0.23
H -2.40 -1.67 -2.75
H -1.86 -0.01 -2.13
H 1.41 -0.32 1.56
H -0.19 -0.86 2.01
H 1.35 0.37 -1.26
H -0.12 1.55 -1.47
H 0.37 2.54 0.85
H 1.80 1.78 0.96